C11H30LaN7O6P2S as an isolated structure. Source: the Open Molecules 2025 dataset; level of theory: ωB97M-V with the def2-TZVPD basis set.

Element x y z (Å)
La: 0.34605 0.09415 0.60882
N: -1.08339 0.14867 5.23365
C: -1.59640 0.19078 3.80394
C: -3.11856 0.30258 3.86165
P: -0.91489 1.76634 3.08568
O: 0.71758 1.56738 3.12306
O: -1.33830 2.85064 3.96988
O: -1.16617 1.59502 1.60054
P: -1.03469 -1.31419 2.90688
O: -1.53430 -2.44120 3.88858
O: 0.46441 -1.18038 2.80175
O: -1.60564 -1.32582 1.51184
H: -1.30183 1.05456 5.67215
H: -0.06892 0.01166 5.26716
H: -1.53190 -0.59890 5.77146
H: -3.42126 1.20895 4.38626
H: -3.54946 -0.57192 4.35273
H: -3.50882 0.35088 2.84625
H: 1.12995 2.36754 3.48122
H: -1.77866 -3.30768 3.54110
C: 2.99702 -1.96218 1.19720
N: 2.97268 -0.48834 1.22880
C: 3.40650 -0.05528 2.57050
C: 3.91900 0.06663 0.23950
C: 3.49076 -0.18719 -1.18673
N: 2.18277 0.41966 -1.51232
C: 1.73467 -0.13477 -2.80111
C: 2.33446 1.88037 -1.66362
H: 4.01668 -2.33596 1.34415
H: 2.63561 -2.35491 0.24385
H: 2.36826 -2.34423 1.99750
H: 4.41708 -0.41945 2.78369
H: 2.71577 -0.43910 3.31617
H: 3.42153 1.03372 2.61805
H: 4.91906 -0.35591 0.39977
H: 4.00863 1.13758 0.43124
H: 3.42289 -1.25836 -1.38270
H: 4.25999 0.19552 -1.86907
H: 2.49126 0.01704 -3.57887
H: 0.81801 0.35901 -3.11378
H: 1.56374 -1.20880 -2.70655
H: 3.09690 2.11680 -2.41364
H: 2.64130 2.34063 -0.72284
H: 1.38692 2.31526 -1.97422
C: -2.48236 -3.09408 -3.53991
C: -2.34229 -1.62654 -3.40818
N: -2.77794 -0.74157 -4.23942
N: -2.43547 0.45992 -3.69479
C: -1.76992 0.35511 -2.54588
S: -1.23863 1.57297 -1.51062
N: -1.69188 -0.99476 -2.35843
N: -1.10234 -1.57313 -1.23004
H: -3.05611 -3.30458 -4.43852
H: -3.01107 -3.51253 -2.68233
H: -1.51199 -3.58480 -3.63207
H: -2.70759 1.31767 -4.15113
H: -0.66442 -2.44333 -1.52419
H: -1.82568 -1.79586 -0.54155

Calculated values
net charge = +2
gap between HOMO and LUMO = 8.89 eV
energy = -64878.2680 eV